Entry 1:
{"formula": "C5H10O3", "method": "ωB97M-V/def2-TZVPD", "elements": ["O", "C", "C", "C", "C", "C", "O", "H", "H", "H", "H", "H", "H", "H", "H", "H", "H", "O"], "coordinates": [[-2.593228, -0.319929, 1.022287], [-2.238406, 0.657249, 0.412957], [-0.832170, 0.841895, -0.078005], [0.308925, 0.540990, 0.913057], [0.739265, -0.936110, 0.974638], [2.121712, -1.249249, 0.471183], [2.697208, -2.266045, 0.738502], [-2.943355, 1.482879, 0.161868], [-0.794934, 0.100854, -0.883372], [-0.655064, 1.810312, -0.525725], [1.150059, 1.196113, 0.699853], [-0.042925, 0.783895, 1.901523], [0.705234, -1.332828, 1.990434], [-0.006239, -1.516792, 0.425573], [2.627330, -0.481879, -0.170881], [-0.014492, 1.259443, -3.790520], [0.797149, 2.402857, -3.187436], [-0.113228, 2.092784, -3.300172]], "forces_ev_per_a": [[-0.07, 0.20, -0.03], [0.10, 0.30, 0.38], [0.64, -0.41, -0.28], [-0.44, -0.55, 0.15], [-0.31, 0.22, 0.06], [0.00, 0.24, -0.32], [0.19, -0.21, 0.01], [-0.05, -0.30, 0.04], [0.23, 0.17, -0.31], [-0.38, 0.24, -0.16], [0.14, 0.01, -0.07], [-0.04, 0.39, 0.45], [-0.04, 0.06, 0.02], [0.25, -0.24, -0.09], [-0.23, -0.10, 0.14], [-0.11, 0.40, 0.21], [-0.29, -0.03, -0.04], [0.42, -0.37, -0.17]], "e_homo_ev": -9.80, "charge": 0, "e_above_lowest_kj_mol": 159.66, "gap_ev": 10.2, "smiles": "O=CCCCC=O.O", "max_force_ev_per_a": 0.8, "total_energy_ev": -11488.5320}

***

Entry 2:
{"formula": "C5H10O3", "method": "ωB97M-V/def2-TZVPD", "elements": ["O", "C", "C", "C", "C", "C", "O", "H", "H", "H", "H", "H", "H", "H", "H", "H", "H", "O"], "coordinates": [[1.307419, -2.178240, -2.812992], [1.575073, -1.557382, -1.820615], [0.524163, -0.649152, -1.177080], [-0.418002, -1.625075, -0.452010], [-1.307940, -0.957956, 0.580832], [-2.062162, -1.966433, 1.424958], [-2.146979, -1.953674, 2.622787], [2.546917, -1.654711, -1.304163], [1.110180, -0.018714, -0.499138], [0.061597, -0.080162, -1.982472], [-0.836405, -2.279868, -1.218170], [0.247854, -2.252056, 0.171404], [-0.620227, -0.413150, 1.255394], [-1.944959, -0.172091, 0.210151], [-2.384773, -2.905262, 0.899606], [2.197403, 6.961211, 1.190921], [0.909402, 6.784790, 1.901986], [1.241433, 6.917931, 1.008594]], "forces_ev_per_a": [[0.45, -0.24, -0.16], [-1.00, 0.38, -0.26], [1.26, -0.66, -0.09], [1.05, 0.06, 0.41], [0.40, 0.37, 0.74], [0.63, -1.05, -0.21], [-0.18, 0.52, 0.04], [0.09, -0.08, -0.03], [-0.62, 0.26, 0.13], [-0.19, 0.11, 0.21], [-0.54, 0.13, 0.27], [-0.19, -0.17, -0.39], [-0.38, -0.27, -0.03], [-0.60, 0.08, -0.50], [-0.20, 0.55, -0.14], [-0.41, 0.04, -0.47], [-0.41, -0.02, -0.03], [0.81, -0.02, 0.50]], "e_homo_ev": -9.84, "charge": 0, "e_above_lowest_kj_mol": 173.02, "gap_ev": 10.7, "smiles": "O=CCCCC=O.O", "max_force_ev_per_a": 1.4, "total_energy_ev": -11488.3936}

***

Entry 3:
{"formula": "C5H10O3Pr", "method": "ωB97M-V/def2-TZVPD", "elements": ["C", "O", "C", "H", "H", "H", "H", "H", "Pr", "O", "C", "C", "O", "C", "H", "H", "H", "H", "H"], "coordinates": [[2.355240, -2.020770, -0.062023], [2.441347, -0.689734, 0.378332], [1.677184, 0.270907, -0.334689], [2.536060, -2.655992, 0.814127], [1.378700, -2.280720, -0.501377], [3.121895, -2.223106, -0.833799], [1.755669, 1.260334, 0.139019], [0.939105, -0.136612, -1.050379], [4.050209, 0.761230, -1.945902], [-4.554540, -0.679565, 1.887748], [-3.477960, -0.142887, 1.975219], [-2.712314, 0.358709, 0.766957], [-1.486160, 0.951429, 1.113136], [-0.413234, 0.112545, 1.276413], [-3.002912, 0.059505, 2.963396], [-3.328444, 1.127037, 0.275070], [-2.579385, -0.473828, 0.054910], [0.182786, 0.404577, 2.145034], [-0.654417, -0.956367, 1.334574]], "forces_ev_per_a": [[-0.12, -0.87, -0.24], [0.01, 1.60, -0.46], [0.20, -0.88, 0.36], [0.07, 0.09, -0.41], [0.17, 0.23, 0.24], [-0.09, -0.13, 0.16], [-0.56, -0.45, -0.31], [0.20, 0.61, 0.50], [-0.69, -0.36, 0.76], [1.29, 0.55, -0.20], [-1.11, -0.37, 0.78], [-1.25, -0.42, -1.35], [3.24, -1.39, 0.36], [-2.39, 1.28, 1.44], [-0.03, -0.10, -0.18], [0.27, -0.21, 0.15], [0.00, 0.25, 0.21], [0.59, 0.49, -0.81], [0.20, 0.08, -0.99]], "e_homo_ev": [-14.42, -14.93], "charge": 2, "e_above_lowest_kj_mol": 323.85, "gap_ev": [5.3, 6.1], "max_force_ev_per_a": 3.5, "multiplicity": 4, "total_energy_ev": -25534.8498}

***

Entry 4:
{"formula": "C5H10O3Tb", "method": "ωB97M-V/def2-TZVPD", "elements": ["C", "O", "C", "C", "O", "C", "H", "H", "H", "H", "H", "H", "H", "H", "H", "Tb", "O", "C", "H"], "coordinates": [[-0.678303, 2.160271, -0.408551], [-1.910607, 1.401359, -0.250423], [-1.872306, 0.387135, 0.708442], [-1.392012, -0.954581, 0.187828], [0.011035, -0.947847, -0.086701], [0.534596, -2.228895, -0.405543], [-0.813382, 2.718165, -1.351902], [-0.649264, 2.917143, 0.402343], [-2.900172, 0.227122, 1.068463], [-1.259332, 0.681559, 1.581129], [-1.933319, -1.225483, -0.732938], [-1.590401, -1.724085, 0.950764], [1.608980, -2.113157, -0.586677], [0.378327, -2.916902, 0.437105], [0.038093, -2.626856, -1.302388], [1.194349, 0.925232, -0.541610], [3.062334, 0.905221, 0.881075], [3.532187, 1.116989, -0.270458], [4.639206, 1.297611, -0.279955]], "forces_ev_per_a": [[-2.95, 1.74, 0.53], [1.34, 0.30, -0.78], [0.00, -0.36, 0.73], [-1.00, -0.34, 0.11], [0.00, 0.08, 0.02], [0.11, -0.86, -0.14], [0.16, -0.14, 0.18], [0.27, -0.24, -0.17], [0.29, 0.12, -0.11], [-0.17, -0.02, -0.11], [0.16, 0.08, 0.22], [0.09, 0.19, -0.18], [-0.16, -0.11, 0.02], [0.11, 0.20, -0.23], [0.18, 0.09, 0.22], [1.63, -0.93, 0.10], [-0.40, 0.06, -1.02], [0.86, 0.35, 0.57], [-0.51, -0.18, 0.05]], "e_homo_ev": [-12.09, -12.18], "charge": 1, "e_above_lowest_kj_mol": 302.97, "gap_ev": [6.8, 8.1], "max_force_ev_per_a": 3.5, "multiplicity": 7, "total_energy_ev": -33912.3424}

***

Entry 5:
{"formula": "C5H10O3Tl", "method": "ωB97M-V/def2-TZVPD", "elements": ["O", "Tl", "O", "C", "O", "C", "C", "H", "H", "H", "H", "H", "C", "C", "H", "H", "H", "H", "H"], "coordinates": [[0.291160, -1.165789, -1.151191], [0.453964, -3.466339, 2.236061], [-0.271986, -2.089184, 0.772697], [-0.010356, -1.095088, 0.125752], [-0.411596, 0.123851, 0.410401], [1.504941, -0.689757, -1.737335], [2.221585, 0.512965, -1.175145], [2.172573, -1.559979, -1.757811], [1.225140, -0.499360, -2.781029], [2.924329, 0.208361, -0.388742], [2.832394, 0.981294, -1.959460], [1.517366, 1.284467, -0.839069], [-1.807904, 0.412101, 0.577969], [-1.992560, 1.493754, 1.618006], [-2.121659, 0.741141, -0.418954], [-2.378129, -0.489104, 0.832247], [-1.615573, 2.456865, 1.248072], [-1.470708, 1.238572, 2.549680], [-3.062980, 1.601228, 1.837851]], "forces_ev_per_a": [[0.86, -1.01, 0.52], [0.78, -1.70, 1.73], [-0.31, 0.66, -0.38], [-2.62, 1.86, -2.52], [1.45, 0.04, 1.30], [1.03, -0.24, -1.83], [-0.06, 0.34, 0.39], [-0.02, 0.20, -0.01], [-0.05, -0.07, 0.33], [-0.36, 0.32, 0.10], [-0.21, -0.33, 0.08], [0.28, -0.22, 0.11], [-1.04, 0.22, 0.04], [0.03, 0.17, 0.00], [-0.17, 0.00, 0.23], [0.36, 0.00, 0.05], [-0.08, -0.28, 0.18], [-0.16, 0.04, -0.24], [0.28, 0.01, -0.08]], "e_homo_ev": -14.28, "charge": 1, "e_above_lowest_kj_mol": 0.90, "gap_ev": 10.1, "max_force_ev_per_a": 4.1, "total_energy_ev": -16175.9418}

***

Entry 6:
{"formula": "C5H10OPRh", "method": "ωB97M-V/def2-TZVPD", "elements": ["C", "C", "C", "C", "C", "Rh", "P", "H", "H", "H", "H", "H", "H", "H", "H", "O", "H", "H"], "coordinates": [[-0.954087, -1.210664, -0.539639], [-1.467361, -2.164739, 0.394761], [-2.438907, -1.493736, 1.177344], [-2.601187, -0.164796, 0.720886], [-1.646966, 0.041929, -0.329127], [1.592396, 1.076040, -0.288281], [1.573302, 0.806434, -2.289229], [-0.186700, -1.420944, -1.284517], [-1.044556, -3.152599, 0.557522], [-2.993396, -1.929783, 1.996031], [-1.492432, 0.971222, -0.878948], [-3.210801, 0.626823, 1.142129], [0.576163, 1.500327, -3.059964], [1.355781, -0.509696, -2.864497], [2.793270, 1.164696, -2.943531], [1.249841, 1.105118, 1.630199], [0.386747, 0.686051, 1.779879], [1.278252, 1.975089, 2.066851]], "forces_ev_per_a": [[-0.79, 3.41, -0.69], [-1.20, 0.80, 1.85], [0.05, -1.12, -0.14], [0.90, -0.60, 0.15], [2.00, -2.01, -1.28], [0.26, 1.28, 1.05], [0.19, -1.06, -4.89], [-0.31, 0.19, 0.21], [-0.37, 0.15, -0.05], [0.05, -0.03, -0.07], [-0.08, -0.39, 0.11], [-0.10, -0.32, -0.03], [0.59, -0.25, 0.22], [0.19, 0.44, -0.36], [-0.60, -0.19, -0.27], [-0.33, -0.35, 3.78], [-0.29, 0.15, 0.54], [-0.16, -0.10, -0.12]], "e_homo_ev": [-3.57, -8.67], "charge": 0, "e_above_lowest_kj_mol": 87.57, "gap_ev": [4.1, 6.2], "max_force_ev_per_a": 5.0, "multiplicity": 5, "total_energy_ev": -19683.3962}

***

charge of number 1 (C5H10O3)?
0

***

What did the fourth record say?
{"formula": "C5H10O3Tb", "method": "ωB97M-V/def2-TZVPD", "elements": ["C", "O", "C", "C", "O", "C", "H", "H", "H", "H", "H", "H", "H", "H", "H", "Tb", "O", "C", "H"], "coordinates": [[-0.678303, 2.160271, -0.408551], [-1.910607, 1.401359, -0.250423], [-1.872306, 0.387135, 0.708442], [-1.392012, -0.954581, 0.187828], [0.011035, -0.947847, -0.086701], [0.534596, -2.228895, -0.405543], [-0.813382, 2.718165, -1.351902], [-0.649264, 2.917143, 0.402343], [-2.900172, 0.227122, 1.068463], [-1.259332, 0.681559, 1.581129], [-1.933319, -1.225483, -0.732938], [-1.590401, -1.724085, 0.950764], [1.608980, -2.113157, -0.586677], [0.378327, -2.916902, 0.437105], [0.038093, -2.626856, -1.302388], [1.194349, 0.925232, -0.541610], [3.062334, 0.905221, 0.881075], [3.532187, 1.116989, -0.270458], [4.639206, 1.297611, -0.279955]], "forces_ev_per_a": [[-2.95, 1.74, 0.53], [1.34, 0.30, -0.78], [0.00, -0.36, 0.73], [-1.00, -0.34, 0.11], [0.00, 0.08, 0.02], [0.11, -0.86, -0.14], [0.16, -0.14, 0.18], [0.27, -0.24, -0.17], [0.29, 0.12, -0.11], [-0.17, -0.02, -0.11], [0.16, 0.08, 0.22], [0.09, 0.19, -0.18], [-0.16, -0.11, 0.02], [0.11, 0.20, -0.23], [0.18, 0.09, 0.22], [1.63, -0.93, 0.10], [-0.40, 0.06, -1.02], [0.86, 0.35, 0.57], [-0.51, -0.18, 0.05]], "e_homo_ev": [-12.09, -12.18], "charge": 1, "e_above_lowest_kj_mol": 302.97, "gap_ev": [6.8, 8.1], "max_force_ev_per_a": 3.5, "multiplicity": 7, "total_energy_ev": -33912.3424}